The following is a DFT calculation (ωB97M-V/def2-TZVPD) of 20 unconnected molecules or ions with the total composition C89H219N9O20 at a distorted geometry.

Properties
- orbital gap (eV) = 8.04
- maximum force (eV/Å) = 4.61
- lowest unoccupied orbital energy (eV) = 0.19
- charge = 0
- calculated total energy (Eh) = -5519.51661

Structure (XYZ):
```
337
C89H219N9O20, DFT ωB97M-V/def2-TZVPD
C 14.5525 -2.3628 38.6931
C 16.0734 -2.6390 38.8804
C 16.6077 -3.3911 37.7076
O 16.8079 -1.4469 38.9424
H 14.2398 -1.8278 37.7964
H 14.2046 -1.8505 39.5901
H 13.9857 -3.2921 38.6359
H 16.2150 -3.1904 39.8100
H 17.6973 -3.4007 37.7349
H 16.2387 -3.0895 36.7273
H 16.4612 -4.4665 37.8077
H 16.2645 -0.7943 38.4947
C 19.9784 3.1050 29.3704
C 18.9569 1.9450 29.4791
C 19.4942 0.5838 29.2048
O 18.4460 1.9735 30.7993
H 19.5869 3.9925 29.8676
H 20.2145 3.3291 28.3301
H 20.9671 2.9287 29.7940
H 18.1366 2.2402 28.8248
H 20.5133 0.4810 28.8321
H 18.8170 0.0068 28.5751
H 19.5324 0.0018 30.1256
H 18.1174 2.8506 31.0096
C 14.4045 -7.4401 33.7903
C 14.8265 -7.8493 35.1904
C 15.9881 -8.9017 35.1670
O 15.2173 -6.7491 35.9459
H 13.7051 -6.6041 33.8031
H 13.8783 -8.2986 33.3731
H 15.2822 -7.1343 33.2209
H 13.9910 -8.2488 35.7652
H 16.3886 -9.0753 36.1658
H 16.7414 -8.7053 34.4041
H 15.4785 -9.7911 34.7964
H 14.5538 -6.2442 36.4217
C 16.1176 0.3394 35.0427
C 15.3469 1.2199 36.0297
C 13.7569 1.1356 35.6987
O 15.5461 0.6995 37.3788
H 15.9006 0.6586 34.0233
H 15.8779 -0.7117 35.2040
H 17.1823 0.4816 35.2274
H 15.6462 2.2669 35.9834
H 13.4162 1.5849 34.7659
H 13.1992 1.7230 36.4281
H 13.4155 0.1094 35.8345
H 15.0797 1.3449 37.9150
C 13.1288 -0.9880 23.9768
C 11.6457 -0.6352 24.0839
C 11.0728 -0.0892 22.7214
O 10.9144 -1.7926 24.5030
H 13.4076 -1.4191 24.9383
H 13.6849 -0.0623 23.8287
H 13.3470 -1.6695 23.1546
H 11.5084 0.1525 24.8247
H 10.0066 0.1105 22.8286
H 11.2072 -0.7653 21.8770
H 11.6599 0.7413 22.3295
H 9.9918 -1.5592 24.6289
C 16.2756 3.2098 32.9852
C 16.6017 4.5956 32.3721
C 17.4865 5.4320 33.3031
O 17.2332 4.3336 31.1484
H 17.2053 2.6512 33.0937
H 15.6294 2.7922 32.2132
H 15.6305 3.2898 33.8602
H 15.7354 5.1185 31.9669
H 17.8035 6.3868 32.8836
H 18.3943 4.8303 33.3487
H 17.2123 5.4953 34.3561
H 17.1043 5.1260 30.6219
C 10.7241 -7.0884 34.8455
C 9.7540 -5.9855 35.2438
C 8.4120 -6.5000 35.8392
O 10.4999 -5.3358 36.2408
H 10.2777 -7.6001 33.9929
H 10.8818 -7.7276 35.7143
H 11.6444 -6.5419 34.6395
H 9.6331 -5.3078 34.3987
H 7.7432 -7.0138 35.1487
H 7.9771 -5.6812 36.4123
H 8.6370 -7.3375 36.4996
H 9.9105 -4.9761 36.9077
C 13.0488 -3.1574 34.9181
C 12.0584 -3.1935 33.7305
C 11.3664 -1.8516 33.4446
O 12.6072 -3.7686 32.5337
H 13.3993 -4.1743 35.0946
H 12.5190 -2.8270 35.8115
H 13.8340 -2.4349 34.6957
H 11.3278 -3.9345 34.0547
H 12.0500 -1.0052 33.5109
H 10.5689 -1.7935 34.1853
H 10.8975 -1.7452 32.4665
H 13.4843 -3.4175 32.3631
C 9.4831 -8.3735 24.5445
C 9.9256 -7.2961 25.5565
C 11.2200 -7.7231 26.1140
O 10.2800 -6.1455 24.8700
H 9.2790 -9.3204 25.0443
H 10.2387 -8.6684 23.8164
H 8.6187 -8.0507 23.9642
H 9.2443 -7.2064 26.4026
H 11.0304 -8.5326 26.8190
H 11.7030 -6.9486 26.7098
H 11.9819 -7.9767 25.3770
H 9.8878 -5.3556 25.2491
C 10.9189 -8.5943 31.2654
C 11.7924 -9.0529 30.1269
C 13.0722 -8.2342 30.0746
O 12.1200 -10.4284 30.1222
H 9.9303 -9.0522 31.2317
H 10.7697 -7.5147 31.2488
H 11.3898 -9.0028 32.1596
H 11.2576 -8.8804 29.1929
H 12.8560 -7.1892 30.2970
H 13.4712 -8.2034 29.0607
H 13.8776 -8.5582 30.7338
H 12.5445 -10.6175 29.2821
C 20.8603 -6.5720 25.0254
C 21.6172 -5.8782 23.8875
C 22.3122 -6.7561 22.8670
O 20.7694 -5.1536 23.1196
H 20.3580 -5.8926 25.7140
H 21.5685 -7.1430 25.6259
H 20.0295 -7.1834 24.6732
H 22.3992 -5.2854 24.3619
H 23.1850 -7.2834 23.2520
H 22.5817 -6.1735 21.9860
H 21.5834 -7.4682 22.4799
H 19.9077 -5.0148 23.5192
C 10.8318 1.3790 27.5549
C 11.9067 0.5427 28.3203
C 13.3181 1.0002 27.8313
C 13.8772 2.3376 28.3126
C 13.7721 2.2533 29.8290
C 12.3631 1.9236 30.4145
N 11.7504 0.7242 29.7418
O 10.5386 0.2688 30.2770
C 12.5909 1.5837 31.9496
C 11.5492 3.2057 30.4135
C 11.8436 -1.0410 28.0142
H 9.8314 1.0752 27.8632
H 10.9637 1.3295 26.4740
H 10.8993 2.4540 27.7215
H 13.9924 0.2064 28.1527
H 13.4016 0.9276 26.7469
H 13.4012 3.2110 27.8668
H 14.8844 2.2890 27.8985
H 14.0900 3.2011 30.2635
H 14.3924 1.4406 30.2069
H 13.0709 2.4057 32.4807
H 11.5951 1.3678 32.3369
H 13.2494 0.7306 32.1130
H 12.0913 4.0154 30.9021
H 11.2429 3.6106 29.4490
H 10.6173 3.0728 30.9630
H 12.4591 -1.5434 28.7604
H 12.2246 -1.1253 26.9965
H 10.7963 -1.3270 27.9162
H 10.6670 -0.6735 30.4080
C 24.6462 -5.9606 30.2005
C 23.1795 -5.7545 29.6999
C 22.3771 -6.8184 30.5533
C 20.8027 -6.5506 30.3944
C 20.5343 -5.1286 30.8360
C 21.2702 -4.0622 29.9863
N 22.7189 -4.3885 29.9931
O 23.5210 -3.4028 29.4334
C 20.5581 -3.9536 28.6040
C 21.1875 -2.7461 30.8246
C 23.0362 -6.0315 28.1895
H 24.9439 -7.0085 30.1629
H 24.7217 -5.6313 31.2368
H 25.3124 -5.4195 29.5285
H 22.5488 -7.8117 30.1387
H 22.6656 -6.7726 31.6034
H 20.3000 -7.3348 30.9605
H 20.4874 -6.7695 29.3742
H 20.7002 -5.0460 31.9102
H 19.4509 -5.0249 30.7755
H 21.0898 -3.1811 28.0483
H 20.6835 -4.8640 28.0178
H 19.5334 -3.5825 28.6215
H 20.1375 -2.4534 30.8193
H 21.5005 -2.8158 31.8664
H 21.7963 -2.0312 30.2710
H 22.0324 -6.2191 27.8084
H 23.6410 -6.8766 27.8609
H 23.3460 -5.2595 27.4851
H 23.3215 -3.4208 28.4946
C 17.2827 2.6925 21.4125
C 17.0300 3.3117 22.8285
C 15.7436 2.7848 23.4709
C 15.6139 3.0532 25.0079
C 16.8197 2.4162 25.7594
C 18.1622 2.9782 25.1646
N 18.2333 3.0556 23.6437
O 19.4461 3.3710 23.1114
C 18.3307 4.4345 25.6770
C 19.3173 2.0324 25.6500
C 16.8889 4.8536 22.4903
H 18.2214 2.9962 20.9492
H 16.5496 3.1578 20.7536
H 17.2863 1.6025 21.4095
H 14.8909 3.1470 22.8965
H 15.7618 1.7051 23.3226
H 14.6785 2.7350 25.4682
H 15.6326 4.1400 25.0897
H 16.8017 1.3438 25.5650
H 16.6988 2.5917 26.8283
H 19.2671 4.8420 25.2958
H 17.5242 5.1470 25.5039
H 18.4064 4.4646 26.7639
H 19.3344 1.9137 26.7334
H 19.2626 1.0635 25.1537
H 20.2565 2.4633 25.3031
H 17.7806 5.2414 21.9977
H 16.6786 5.4276 23.3928
H 16.0562 5.1366 21.8464
H 19.7151 2.6334 22.5589
C 14.0230 -4.2811 29.6764
C 15.5189 -4.3452 30.0866
C 16.3624 -3.9033 28.8465
C 16.2075 -2.4380 28.6837
C 16.9658 -1.8121 29.8770
C 16.2771 -2.1721 31.2455
N 15.8854 -3.6173 31.2765
O 15.2781 -4.1248 32.4620
C 17.2948 -1.8313 32.3497
C 15.0162 -1.2490 31.3817
C 15.8826 -5.7939 30.2987
H 13.9297 -4.5411 28.6219
H 13.6107 -3.2776 29.7808
H 13.4080 -4.9546 30.2732
H 17.4108 -4.1015 29.0689
H 16.0359 -4.4434 27.9578
H 15.1869 -2.0919 28.5206
H 16.7809 -2.1106 27.8165
H 16.9339 -0.7495 29.6362
H 18.0167 -2.1003 29.8481
H 16.9449 -1.8940 33.3802
H 18.1570 -2.4979 32.3274
H 17.5738 -0.7882 32.2013
H 15.2937 -0.1964 31.4378
H 14.3095 -1.4087 30.5673
H 14.5092 -1.3255 32.3435
H 16.9557 -5.9043 30.4551
H 15.7142 -6.3165 29.3572
H 15.3809 -6.3186 31.1118
H 16.0126 -4.4517 32.9867
C 18.7070 -3.3875 25.3791
C 17.6310 -4.4337 25.1181
C 16.2248 -3.8148 25.1384
O 15.3187 -4.9171 25.0238
C 13.9584 -4.5639 25.2772
N 17.9183 -5.0458 23.7920
H 19.5828 -3.7579 25.9119
H 18.3112 -2.6568 26.0844
H 18.9069 -2.8817 24.4345
H 17.7128 -5.1646 25.9226
H 16.0183 -3.0865 24.3541
H 16.0746 -3.2563 26.0624
H 13.9642 -4.0813 26.2546
H 13.3351 -5.4506 25.1621
H 13.7454 -3.8447 24.4863
H 17.5755 -4.3358 23.1606
H 17.2647 -5.8131 23.7272
C 18.8393 0.7885 37.2289
C 20.0903 1.1329 36.3510
C 19.8697 0.7488 34.8266
O 21.1058 0.7509 34.1091
C 20.9800 0.2708 32.8035
N 20.3951 2.5918 36.5780
H 19.1681 0.5631 38.2433
H 18.3526 -0.1350 36.9152
H 18.1168 1.6013 37.3029
H 20.9575 0.5695 36.6953
H 19.2347 1.4859 34.3352
H 19.4549 -0.2582 34.7817
H 20.4887 -0.6952 32.6870
H 22.0155 0.1800 32.4755
H 20.4660 0.9879 32.1636
H 19.8858 2.9790 35.7965
H 21.3644 2.7710 36.3582
C 17.4560 -8.6592 26.9241
C 18.6035 -9.0992 27.7548
C 18.2545 -9.6760 29.0846
O 17.4884 -8.8168 29.8623
C 16.7829 -9.4505 30.9333
N 19.5094 -9.8721 26.9108
H 17.8088 -7.8831 26.2449
H 16.7500 -8.2115 27.6236
H 16.8780 -9.3902 26.3588
H 19.1570 -8.1758 27.9256
H 19.2134 -9.8231 29.5816
H 17.8061 -10.6533 28.9058
H 16.1099 -10.2238 30.5628
H 16.2208 -8.6642 31.4373
H 17.4736 -9.9568 31.6076
H 19.2668 -9.6652 25.9525
H 19.3193 -10.8640 26.9151
C 19.0884 -5.9162 33.8907
C 18.5078 -5.0100 34.9285
C 19.1664 -3.6371 35.0061
O 20.4007 -3.8585 35.7109
C 21.2908 -2.7779 35.4658
N 17.0798 -4.7989 34.6079
H 18.6692 -6.9193 33.9686
H 20.1729 -6.0068 33.9528
H 18.8506 -5.5368 32.8970
H 18.5960 -5.4543 35.9199
H 18.6159 -2.8289 35.4877
H 19.4070 -3.1027 34.0871
H 20.9191 -1.7578 35.3699
H 22.0260 -2.9239 34.6744
H 21.8196 -2.7272 36.4176
H 16.6030 -5.6211 34.9496
H 16.8230 -3.9773 35.1362
C 10.6456 -5.2116 29.5892
C 9.6290 -3.9992 29.8393
C 8.6763 -4.2401 31.0658
O 7.8856 -5.3089 30.6150
C 6.8811 -5.7195 31.5684
N 10.6146 -2.9788 30.2456
H 11.0550 -5.5284 30.5484
H 11.4211 -4.9938 28.8548
H 10.0028 -5.9721 29.1459
H 9.0568 -3.8253 28.9280
H 8.0148 -3.3772 31.1426
H 9.2045 -4.3948 32.0066
H 6.3531 -4.8960 32.0493
H 7.3316 -6.2378 32.4149
H 6.1968 -6.4016 31.0639
H 11.2340 -3.0224 29.4491
H 11.1184 -3.2959 31.0616
```

***

The following is a DFT calculation (ωB97M-V/def2-TZVPD) of a molecular structure, C8H10BCl4NO2 at a distorted geometry.

Properties
- orbital gap (eV) = 9.31
- maximum force (eV/Å) = 1.68
- lowest unoccupied orbital energy (eV) = -0.62
- charge = 0
- calculated total energy (Eh) = -2381.77412

Structure (XYZ):
```
26
C8H10BCl4NO2, DFT ωB97M-V/def2-TZVPD
Cl 3.9687 2.1952 -0.8605
B 3.1939 0.4968 -1.0088
Cl 3.3379 -0.2712 -2.6776
Cl 3.9918 -0.6550 0.2998
O 1.7117 0.7467 -0.6140
C 0.8618 -0.1742 -0.2735
C -0.5550 0.0472 -0.7190
C -1.4218 -1.0503 -0.8491
C -2.7806 -0.8754 -1.1433
C -3.2880 0.4130 -1.3597
Cl -4.9617 0.6116 -1.7172
C -2.4466 1.5255 -1.1833
C -1.0755 1.3486 -0.8929
H 1.1667 -1.2281 -0.2658
H -1.0498 -2.0554 -0.6525
H -3.4627 -1.7252 -1.1862
H -2.8667 2.5212 -1.2646
H -0.4392 2.2118 -0.7244
C -0.0412 -0.8945 2.3065
N 1.1918 -0.5345 1.6149
O 1.7386 0.5520 2.2926
H -0.7787 -0.0882 2.1468
H -0.4079 -1.8554 1.9210
H 0.1162 -0.9899 3.3933
H 1.8866 -1.2683 1.6783
H 2.4099 0.9958 1.7391
```

***

The following is a DFT calculation (ωB97M-V/def2-TZVPD) of a molecular structure, C8H10BrCuN5OS at a distorted geometry.

Properties
- orbital gap (spin up / spin down) (eV) = 8.90 / 4.84
- maximum force (eV/Å) = 4.60
- lowest unoccupied orbital energy (spin up / spin down) (eV) = -7.02 / -11.08
- spin multiplicity = 2
- energy above the lowest of the compared OMol25 structures with the same formula, charge and spin (kcal per mole) = 41.80
- charge = +2
- calculated total energy (Eh) = -5271.88028

Structure (XYZ):
```
27
C8H10BrCuN5OS, DFT ωB97M-V/def2-TZVPD
Cu 1.3814 -0.1109 -0.4701
O 0.5385 -1.0899 -6.5137
C 0.5614 -0.8875 -5.0970
C -0.6291 -0.7033 -4.3103
C -0.5204 -0.4581 -2.9916
N 0.6971 -0.4260 -2.3310
C 1.7372 -0.5212 -3.1154
Br 3.4323 -0.3945 -2.2757
C 1.7825 -0.8826 -4.4738
H -0.3190 -1.2860 -6.8320
H -1.5960 -0.7638 -4.7480
H -1.3803 -0.3594 -2.3176
H 2.7091 -1.0496 -5.0313
C -2.2608 0.8147 4.8589
C -0.8836 0.8019 4.2558
N 0.1759 0.8861 5.0241
N 1.2662 0.7609 4.2710
C 0.9730 0.5989 2.9098
S 1.9686 0.2236 1.6986
N -0.4130 0.7006 2.8892
N -1.1305 0.6717 1.7296
H -2.6834 1.6663 5.2608
H -2.2280 0.2788 5.7852
H -2.8897 0.4533 4.0593
H 2.1132 0.8622 4.8157
H -0.5578 0.1684 1.0457
H -1.8448 0.0456 1.9040
```

***

The following is a DFT calculation (ωB97M-V/def2-TZVPD) of 2 unconnected molecules or ions with the total composition C8H10BrOP at a distorted geometry.

Properties
- orbital gap (spin up / spin down) (eV) = 7.81 / 6.05
- maximum force (eV/Å) = 3.58
- lowest unoccupied orbital energy (spin up / spin down) (eV) = 0.38 / -3.52
- spin multiplicity = 3
- energy above the lowest of the compared OMol25 structures with the same formula, charge and spin (kcal per mole) = 0.00
- charge = 0
- calculated total energy (Eh) = -3301.34205

Structure (XYZ):
```
21
C8H10BrOP, DFT ωB97M-V/def2-TZVPD
C -0.7464 -2.2601 1.8476
C -1.5911 -1.4895 0.9857
C 0.5871 -2.3018 1.4609
C -1.1197 -0.6259 0.0206
C 1.1338 -1.4319 0.5548
C 0.2228 -0.5798 -0.1996
C 0.4778 3.0289 -0.1833
C 0.0169 2.2991 -1.4005
O 2.3084 0.6492 -1.3473
P 0.8667 0.5442 -1.3652
Br -0.9095 -3.0070 -2.6928
H -1.0923 -2.8438 2.6936
H -2.7411 -1.6752 0.9972
H 1.2491 -3.1309 1.8755
H -1.9182 -0.0915 -0.4882
H 2.1579 -1.5259 0.4701
H 0.1454 2.5648 0.7127
H 1.5245 3.0020 -0.1223
H 0.1493 4.0975 -0.0006
H 0.3423 2.6513 -2.4738
H -1.0640 2.1264 -1.3451
```

***

The following is a DFT calculation (ωB97M-V/def2-TZVPD) of a molecular structure, C8H10ClCuN2 at a distorted geometry.

Properties
- orbital gap (spin up / spin down) (eV) = 5.23 / 2.07
- maximum force (eV/Å) = 3.42
- lowest unoccupied orbital energy (spin up / spin down) (eV) = -4.52 / -7.68
- spin multiplicity = 2
- energy above the lowest of the compared OMol25 structures with the same formula, charge and spin (kcal per mole) = 44.65
- charge = +1
- calculated total energy (Eh) = -2520.64550

Structure (XYZ):
```
22
C8H10ClCuN2, DFT ωB97M-V/def2-TZVPD
Cu -0.2416 1.6500 -3.5355
Cl 0.1983 0.1593 -1.4753
N -3.0932 -0.6293 -1.2472
C -3.1421 -1.3300 -0.0533
C -3.8438 -2.4416 -0.3370
C -4.2274 -2.5331 -1.6863
C -3.7814 -1.3575 -2.2296
H -2.6686 0.2566 -1.4815
H -2.7091 -0.8630 0.8190
H -3.8685 -3.2565 0.3714
H -4.6713 -3.3993 -2.1545
H -3.8920 -1.0685 -3.2643
N 4.0503 1.8887 2.4726
C 2.9194 1.1501 2.6044
C 2.6429 0.8130 1.2403
C 3.6891 1.3462 0.4091
C 4.6279 2.0104 1.2246
H 4.5152 2.3562 3.2377
H 2.5403 0.9794 3.6011
H 1.7249 0.2960 1.0030
H 3.6891 1.3913 -0.6700
H 5.5416 2.5816 1.1512
```

***

The following is a DFT calculation (ωB97M-V/def2-TZVPD) of a single C8H10ClFSi molecule at a distorted geometry.

Properties
- orbital gap (eV) = 10.14
- maximum force (eV/Å) = 3.86
- SMILES = C[Si](C)(F)c1ccc(Cl)cc1
- lowest unoccupied orbital energy (eV) = 0.70
- energy above the lowest of the compared OMol25 structures with the same formula, charge and spin (kcal per mole) = 12.95
- charge = 0
- calculated total energy (Eh) = -1160.46246

Structure (XYZ):
```
21
C8H10ClFSi, DFT ωB97M-V/def2-TZVPD
C -2.1720 0.5184 -1.3278
Si -0.6378 -0.5175 -1.4723
C -1.0785 -2.2971 -0.8963
F 0.1226 -0.3385 -2.8559
C 0.4321 0.1572 -0.1399
C 0.1471 1.3736 0.4099
C 0.8153 1.8336 1.6140
C 1.9088 1.1482 2.0230
Cl 2.8471 1.7480 3.3645
C 2.2659 -0.0026 1.4021
C 1.5339 -0.4804 0.3314
H -2.5257 0.2956 -0.3037
H -2.1249 1.6065 -1.4263
H -2.8331 0.1272 -2.0740
H -0.3754 -3.0084 -1.2751
H -2.0724 -2.4777 -1.3227
H -1.0917 -2.4912 0.1709
H -0.7961 1.8415 0.2223
H 0.5099 2.7131 2.1817
H 3.2552 -0.4181 1.6381
H 1.8698 -1.3316 -0.2640
```